# 1
Density functional theory data (the ωB97M-V functional and the def2-TZVPD basis) for 5 unconnected molecules or ions with the total composition C15H45O20P5.

The value obtained for the total energy is -103677.9341 eV. Its highest occupied orbital energy is -9.21 eV. The frontier orbital gap is 0.348 Eh. The net charge is 0.

```
85
Properties=species:S:1:pos:R:3:forces:R:3
C 4.469718 2.057318 2.053859 -3.959 5.181 3.862
O 3.156718 2.000318 1.618859 -2.197 1.704 -0.331
P 1.822718 1.886318 2.469859 -0.108 -1.867 0.210
O 1.379718 0.484318 2.548859 -0.185 0.455 -0.246
O 2.285718 2.409318 3.924859 -0.405 1.882 -1.802
C 1.888718 1.725318 5.107859 1.406 -2.311 -0.630
O 0.670718 2.818318 1.730859 2.444 -0.175 1.498
C 0.189718 3.859318 2.587859 -2.027 0.298 -2.953
H 4.868718 2.797318 2.754859 -1.097 0.563 -0.134
H 5.014718 2.041318 1.300859 4.753 0.835 -7.398
H 4.712718 1.228318 2.413859 1.604 -7.378 3.907
H 2.078718 2.322318 5.987859 0.693 0.269 -0.026
H 2.579718 0.763318 5.005859 -2.106 1.589 1.188
H 0.819718 1.575318 5.097859 -0.036 -0.770 -0.128
H 0.833718 4.291318 3.258859 2.219 1.828 0.485
H -0.472282 3.487318 3.230859 -2.556 -2.823 3.180
H -0.645282 4.423318 2.112859 1.733 0.676 -0.762
C -1.500282 0.456318 5.460859 1.367 0.444 0.698
O -0.577282 -0.184682 4.549859 -0.025 -0.324 -0.739
P -1.197282 -1.158682 3.375859 -2.001 -3.748 4.611
O -2.276282 -1.937682 4.051859 0.620 0.572 -0.181
O -1.877282 -0.401682 2.232859 0.198 1.813 -0.312
C -1.498282 -0.543682 0.925859 1.580 -1.623 -5.753
O -0.121282 -2.235682 2.854859 1.064 2.377 -0.977
C 0.801718 -2.848682 3.778859 -3.911 -6.655 -5.716
H -1.027282 0.863318 6.394859 0.357 -0.483 -1.208
H -2.344282 -0.043682 5.818859 -0.873 -2.169 0.236
H -1.970282 1.229318 4.949859 -0.440 1.973 -1.039
H -0.386282 -0.340682 0.700859 -1.624 -0.366 0.851
H -2.015282 0.086318 0.126859 0.103 -0.165 1.820
H -1.727282 -1.610682 0.469859 0.613 1.982 1.522
H 1.034718 -2.268682 4.453859 2.517 5.996 6.777
H 1.672718 -3.374682 3.381859 -0.170 0.675 -0.912
H 0.155718 -3.644682 4.164859 0.455 -0.106 0.601
C 0.492718 -1.036682 -4.497141 1.272 0.241 -1.659
O 1.314718 -0.419682 -3.580141 2.283 1.345 3.160
P 1.065718 -0.526682 -1.959141 1.146 0.141 0.720
O -0.179282 -1.187682 -1.638141 -0.985 -0.526 0.268
O 2.335718 -1.381682 -1.272141 0.140 1.430 -1.084
C 2.446718 -1.665682 0.162859 -1.395 -1.058 -0.796
O 1.141718 0.946318 -1.230141 -2.524 -2.737 0.118
C 2.030718 1.928318 -1.494141 0.359 3.830 3.723
H 0.794718 -1.046682 -5.545141 0.714 1.348 0.089
H -0.472282 -0.767682 -4.418141 -3.322 1.622 0.299
H 0.471718 -2.026682 -4.378141 0.037 -4.267 1.238
H 2.779718 -0.907682 0.825859 0.286 1.326 -0.082
H 3.015718 -2.562682 0.403859 0.633 0.009 -1.050
H 1.471718 -1.978682 0.460859 -1.043 0.152 0.526
H 2.257718 2.920318 -0.719141 -1.848 -2.955 -1.859
H 2.007718 2.225318 -2.443141 -0.917 1.932 -3.917
H 2.904718 1.492318 -1.443141 5.247 -2.014 0.513
C -0.630282 -4.780682 0.930859 0.151 0.219 0.318
O -0.945282 -3.681682 0.050859 -0.254 1.294 -1.582
P -1.815282 -3.972682 -1.289141 1.580 -4.509 -0.220
O -2.437282 -5.305682 -1.131141 -0.303 0.821 0.069
O -2.964282 -2.898682 -1.607141 2.223 -3.366 2.397
C -2.878282 -2.007682 -2.566141 -3.356 7.483 -3.389
O -0.707282 -4.236682 -2.596141 -1.174 1.360 2.020
C 0.687718 -4.487682 -2.410141 2.211 2.624 2.463
H -1.464282 -4.876682 1.601859 -0.207 0.139 0.696
H 0.319718 -4.529682 1.515859 -1.284 -0.462 -1.212
H -0.679282 -5.705682 0.360859 0.800 -0.082 0.033
H -4.015282 -1.708682 -2.944141 2.380 -0.751 1.370
H -2.484282 -2.139682 -3.554141 1.100 -1.461 -0.157
H -2.434282 -1.005682 -2.218141 -0.558 -1.477 -0.391
H 1.272718 -3.625682 -1.741141 -1.929 -1.849 -1.345
H 1.160718 -4.265682 -3.372141 -0.154 -0.902 0.006
H 1.042718 -5.431682 -1.865141 -1.190 0.853 -1.268
C -0.437282 4.367318 -4.315141 -1.183 -2.032 -2.045
O -0.578282 3.762318 -3.059141 -3.269 -1.021 1.443
P -1.720282 2.559318 -2.919141 2.741 -4.111 -1.291
O -0.945282 1.274318 -3.092141 -1.150 1.700 0.259
O -2.546282 2.503318 -1.533141 0.867 1.503 -1.448
C -1.841282 2.900318 -0.301141 0.040 0.023 -0.110
O -2.729282 2.658318 -4.164141 0.011 1.582 1.143
C -2.705282 1.709318 -5.241141 -2.282 0.462 1.074
H -1.296282 4.738318 -4.851141 -1.109 0.461 0.843
H -0.126282 3.656318 -5.099141 0.913 -0.010 0.624
H 0.189718 5.138318 -4.123141 2.266 2.262 -0.063
H -1.076282 2.132318 -0.022141 -0.515 0.703 -0.511
H -2.670282 2.831318 0.468859 1.204 0.771 -0.788
H -1.339282 3.909318 -0.536141 -0.956 -1.391 1.047
H -2.552282 0.752318 -4.819141 -1.862 -1.615 0.804
H -1.834282 1.580318 -5.719141 3.834 1.458 -2.234
H -3.500282 1.971318 -5.974141 0.327 -0.650 1.040
```
Forces are in eV/Å.

---

# 2
Density functional theory data (the ωB97M-V functional and the def2-TZVPD basis) for 2 unconnected molecules or ions with the total composition C5H6BrCl.

The value obtained for the total energy is -87840.0091 eV. Its highest occupied orbital energy (spin up / spin down) is -7.27 / -9.04 eV. The frontier orbital gap (spin up / spin down) is 0.300 / 0.258 Eh. The expectation value of S² is 2.010. Its spin multiplicity is 3. The net charge is 0.

```
13
Properties=species:S:1:pos:R:3:forces:R:3
C -0.187542 -1.252981 -0.816917 0.104 0.000 -0.230
C -0.351942 -0.816864 1.423437 0.009 0.028 0.126
C -0.072255 -0.113276 0.139850 -0.786 -2.211 0.462
C -1.245766 -1.007233 0.224218 0.737 0.933 -0.092
C -0.264874 2.315053 -0.435146 0.065 1.770 -0.516
Cl -1.734657 2.785864 0.239824 -0.165 -0.080 0.108
Br -3.118094 -0.809335 0.055502 0.200 -0.093 0.013
H -0.446216 -1.021861 -1.841999 -0.128 0.100 -0.038
H 0.471368 -2.112570 -0.714087 0.052 -0.109 0.007
H 0.293180 -1.632611 1.739439 0.049 -0.130 0.072
H -0.760655 -0.232297 2.234488 -0.101 0.141 0.044
H -0.238536 2.165496 -1.497958 -0.116 -0.196 -0.163
H 0.625673 2.615022 0.087162 0.079 -0.153 0.207
```
Forces are in eV/Å.

---

Which value of total energy does entry 2 give?
-87840.0091 eV